(1)
ORCA calculation (ωB97M-V/def2-TZVPD) on a 9-piece molecular cluster, C25H50B4F16N6O4 overall at a distorted geometry.

XYZ file:
```
105
Properties=species:S:1:pos:R:3:mulliken_charge:R:1
C -9.39 -6.78 -3.45 -0.977
C -7.95 -6.99 -2.91 0.542
O -7.72 -7.46 -1.71 -0.445
N -6.77 -6.83 -3.97 -0.221
H -6.78 -7.69 -4.50 0.377
H -7.02 -6.15 -4.66 0.425
C -5.39 -6.55 -3.39 -0.760
H -9.48 -7.59 -4.18 0.351
H -9.35 -5.86 -4.03 0.390
H -10.11 -6.81 -2.63 0.300
H -5.16 -7.56 -3.04 0.335
H -5.53 -5.77 -2.64 0.315
H -4.69 -6.27 -4.18 0.367
C 2.53 -7.88 -0.43 -1.108
C 2.86 -7.52 -1.86 0.535
O 1.97 -7.22 -2.60 -0.394
N 4.26 -7.72 -2.38 -0.067
H 4.81 -7.73 -1.53 0.376
H 4.23 -8.59 -2.89 0.349
C 4.74 -6.56 -3.24 -0.813
H 2.96 -8.83 -0.12 0.380
H 1.45 -7.92 -0.27 0.340
H 2.76 -7.04 0.22 0.330
H 4.16 -6.46 -4.16 0.358
H 5.81 -6.70 -3.42 0.365
H 4.80 -5.68 -2.60 0.349
C 1.41 2.58 -1.95 -1.068
C 1.85 1.38 -2.77 0.558
O 2.78 0.66 -2.60 -0.432
N 0.93 1.11 -3.94 -0.141
H 0.44 1.94 -4.23 0.398
H 1.43 0.93 -4.80 0.358
C -0.08 -0.02 -3.72 -0.827
H 2.31 2.77 -1.36 0.331
H 0.45 2.33 -1.50 0.308
H 1.23 3.47 -2.57 0.437
H -0.71 -0.05 -4.61 0.404
H -0.81 0.16 -2.92 0.340
H 0.44 -0.96 -3.54 0.330
C -5.55 5.38 0.42 -0.996
N -4.82 5.04 1.66 0.079
C -4.27 3.74 1.76 -0.323
C -3.53 3.40 2.92 -0.517
C -3.42 4.34 3.92 0.721
C -3.98 5.59 3.84 -0.586
C -4.63 6.03 2.59 -0.230
C -2.61 4.06 5.18 0.352
C -3.01 3.01 6.09 -0.661
C -2.30 2.89 7.30 -0.223
N -1.43 3.86 7.67 -0.011
C -1.04 4.88 6.90 -0.115
C -1.61 4.94 5.61 -0.686
C -0.92 3.83 9.06 -0.941
H -4.91 6.03 -0.18 0.350
H -6.44 5.88 0.81 0.383
H -6.05 4.51 0.01 0.414
H -4.32 3.08 0.91 0.468
H -3.10 2.41 3.05 0.495
H -3.67 6.34 4.55 0.554
H -5.17 6.97 2.55 0.427
H -3.75 2.25 5.87 0.470
H -2.54 2.12 8.02 0.471
H -0.44 5.61 7.42 0.401
H -1.31 5.70 4.90 0.626
H -0.19 4.62 9.28 0.310
H -0.43 2.88 9.30 0.367
H -1.71 4.05 9.77 0.401
C 5.62 0.86 4.03 -1.370
C 6.31 -0.31 3.40 0.146
C 7.86 -0.29 3.31 -0.844
O 8.44 -0.52 4.60 -0.354
C 9.88 -0.46 4.49 -0.719
N 5.92 -1.56 4.13 -0.246
H 5.92 -1.33 5.12 0.354
H 5.02 -1.92 3.85 0.336
H 6.61 -2.26 3.92 0.312
H 6.09 1.76 3.61 0.379
H 5.78 0.87 5.11 0.407
H 4.54 0.91 3.91 0.391
H 5.98 -0.53 2.38 0.349
H 8.17 0.67 2.92 0.508
H 8.13 -1.07 2.59 0.451
H 10.36 -0.74 5.43 0.262
H 10.25 0.55 4.33 0.317
H 10.14 -1.11 3.66 0.319
B 7.06 6.73 1.39 0.631
F 8.14 7.44 0.93 -0.381
F 6.13 7.72 1.18 -0.393
F 6.83 5.54 0.63 -0.436
F 7.28 6.58 2.78 -0.420
B 2.32 -1.10 -9.02 0.611
F 3.03 -1.52 -10.14 -0.391
F 2.68 0.21 -8.68 -0.404
F 1.00 -1.04 -9.30 -0.368
F 2.49 -2.04 -7.98 -0.444
B -8.20 -0.73 -3.90 0.647
F -9.05 0.40 -3.74 -0.399
F -8.85 -1.55 -4.88 -0.408
F -6.88 -0.35 -4.34 -0.409
F -8.08 -1.37 -2.62 -0.431
B -2.66 5.14 -6.69 0.608
F -3.33 6.32 -7.05 -0.419
F -2.46 5.25 -5.33 -0.432
F -3.52 4.11 -6.98 -0.378
F -1.39 5.12 -7.19 -0.377
```

Output
- HOMO-LUMO gap: 2.881 eV
- Molar mass: 845.929 Da
- Net charge: +2


(2)
ORCA calculation (ωB97M-V/def2-TZVPD) on C29H36Cl2N4O2OsP2 as an isolated structure at a distorted geometry.

XYZ file:
```
76
Properties=species:S:1:pos:R:3:mulliken_charge:R:1
Os 0.20 -0.45 2.92 0.623
C -0.98 1.66 4.09 -0.267
C -1.58 1.00 3.01 -1.463
C -1.56 1.49 1.59 -0.171
C -0.25 1.36 0.76 1.303
C 0.95 0.78 1.45 0.808
C 1.55 1.43 2.57 -1.439
C 1.12 2.78 3.04 -0.748
C -0.12 2.85 4.00 -1.084
C 1.43 -1.97 2.82 -0.685
H -1.36 1.44 5.08 0.764
H -2.45 0.39 3.24 0.532
H -1.90 2.53 1.55 0.601
H -2.34 0.94 1.04 0.302
H -0.47 0.67 -0.08 -1.758
H -0.03 2.31 0.24 0.880
H 1.63 0.18 0.84 -0.594
H 2.61 1.20 2.76 0.459
H 0.92 3.46 2.19 0.304
H 1.96 3.23 3.59 0.506
H 0.29 3.05 5.00 0.376
H -0.69 3.76 3.72 0.299
H 1.16 -2.78 3.53 0.412
H 2.50 -1.73 2.92 0.370
H 1.23 -2.28 1.78 -0.194
P 1.73 -1.02 -0.99 0.007
P -2.19 -0.22 -1.11 -0.082
N 3.16 -0.09 -1.53 0.621
N 2.15 -2.45 -1.96 0.502
N -2.18 1.36 -1.95 0.780
N -3.63 -0.80 -1.99 0.287
C 0.52 -0.25 -2.15 -1.083
C -0.84 -1.01 -2.13 -1.381
C 4.35 -0.04 -0.80 -0.537
C 5.20 0.90 -1.38 -0.726
C 4.54 1.42 -2.53 -0.724
C 3.31 0.77 -2.62 -0.289
C 2.32 -3.76 -1.48 -0.165
C 2.92 -4.52 -2.48 -0.598
C 3.09 -3.68 -3.61 -0.651
C 2.59 -2.43 -3.29 -0.052
C -2.10 2.63 -1.36 -0.223
C -2.17 3.60 -2.35 -0.840
C -2.25 2.92 -3.60 -0.881
C -2.19 1.55 -3.34 -0.764
C -4.56 -0.20 -2.86 -0.053
C -5.45 -1.18 -3.32 -0.626
C -5.11 -2.40 -2.67 -0.567
C -4.00 -2.16 -1.86 -0.141
H 0.91 -0.25 -3.19 0.579
H 0.39 0.82 -1.89 0.912
H -1.19 -1.13 -3.17 0.521
H -0.68 -2.02 -1.70 0.772
H 4.49 -0.69 0.04 0.483
H 6.18 1.19 -1.02 0.467
H 4.90 2.16 -3.23 0.463
H 2.55 0.85 -3.37 0.407
H 2.00 -4.01 -0.49 0.523
H 3.24 -5.55 -2.41 0.486
H 3.57 -3.93 -4.56 0.476
H 2.50 -1.53 -3.87 0.496
H -2.04 2.77 -0.30 0.523
H -2.21 4.66 -2.19 0.491
H -2.38 3.36 -4.58 0.490
H -2.23 0.71 -4.01 0.606
H -4.52 0.84 -3.09 0.565
H -6.23 -1.02 -4.04 0.459
H -5.61 -3.36 -2.77 0.466
H -3.45 -2.79 -1.20 0.463
Cl 0.49 -2.33 7.10 -0.113
C -0.04 -0.89 6.23 0.292
Cl 1.31 -0.23 5.14 -0.163
C -1.28 -1.20 5.36 0.231
O -2.37 -1.12 5.92 -0.579
O -1.08 -1.45 4.08 -0.668
H -0.27 -0.08 6.92 0.401
```

Output
- HOMO-LUMO gap (spin up / spin down): 6.465 / 2.829 eV
- Multiplicity: 5
- Molar mass: 795.717 Da
- Net charge: +2
- Energy above the lowest of the compared OMol25 structures with the same formula, charge and spin: 1.991 eV


(3)
ORCA calculation (ωB97M-V/def2-TZVPD) on C19H21AlBr29ClF7O4S3 as an isolated structure at a distorted geometry.

XYZ file:
```
85
Properties=species:S:1:pos:R:3:mulliken_charge:R:1
C 0.87 3.04 4.72 -1.248
C 0.17 1.68 4.34 0.306
Br -0.28 0.53 5.84 -0.165
C -0.14 1.31 3.07 0.296
Br 0.37 2.56 1.61 -0.243
Al -1.07 -0.46 2.54 -0.145
S -1.18 -0.47 0.27 -0.422
C 0.16 -1.94 3.27 -0.553
C 1.10 -2.56 2.17 0.122
C 2.68 -2.36 2.47 -1.104
C 3.12 -1.01 1.76 -0.167
S 4.71 -1.11 0.82 1.091
O 5.74 -0.48 1.66 -0.595
O 5.14 -2.50 0.52 -0.588
Cl 4.49 -0.16 -1.01 -0.154
S -3.10 -0.74 3.61 0.787
O -2.82 -1.56 4.83 -0.556
O -3.56 0.59 4.07 -0.630
C -4.40 -1.71 2.69 0.323
F -3.88 -2.97 2.46 -0.107
F -5.46 -1.90 3.56 -0.273
C -4.97 -1.09 1.35 0.779
F -6.28 -1.56 1.23 -0.437
F -4.31 -1.60 0.26 -0.192
C -5.10 0.48 1.30 0.302
F -3.93 1.14 1.18 -0.150
F -5.88 0.95 2.31 -0.215
F -5.81 0.76 0.13 -0.262
H 0.52 3.88 4.08 0.402
H 1.98 2.92 4.76 0.249
H 0.55 3.27 5.77 0.334
H 0.12 -0.18 -0.10 0.045
H 0.68 -1.63 4.21 0.406
H -0.56 -2.76 3.58 0.279
H 0.94 -3.68 2.15 0.058
H 0.91 -2.21 1.13 0.138
H 3.21 -3.29 2.11 0.456
H 2.76 -2.33 3.59 0.421
H 3.21 -0.23 2.56 0.323
H 2.35 -0.62 1.03 0.012
C 7.51 2.15 -3.32 0.377
Br 8.09 1.36 -1.65 -0.013
Br 7.66 0.91 -4.80 -0.020
Br 5.73 2.89 -3.18 0.054
H 8.18 2.98 -3.53 -0.371
C 1.15 -5.20 -0.97 -0.352
Br 2.60 -4.08 -0.35 0.047
Br -0.55 -4.31 -0.74 0.019
Br 1.42 -5.79 -2.79 -0.078
H 1.14 -6.08 -0.34 0.369
C -3.78 -6.32 2.15 -0.064
Br -4.17 -7.48 0.65 -0.031
Br -4.39 -7.09 3.82 0.028
Br -1.91 -5.84 2.22 0.050
H -4.34 -5.41 2.00 0.022
C 8.37 6.18 -5.05 -0.078
Br 9.26 5.30 -3.58 -0.072
Br 7.73 4.91 -6.36 -0.027
Br 6.96 7.35 -4.44 0.077
H 9.11 6.80 -5.55 0.065
C 3.04 7.69 -6.48 -0.299
Br 3.61 8.43 -8.18 -0.026
Br 3.61 5.86 -6.27 0.028
Br 3.61 8.79 -5.00 -0.047
H 1.96 7.70 -6.48 0.327
C -7.66 1.90 -3.06 -0.071
Br -6.37 2.05 -4.49 -0.015
Br -8.99 3.30 -3.14 -0.034
Br -8.48 0.14 -3.02 0.045
H -7.12 2.02 -2.13 0.087
C -7.90 -3.90 -2.14 -0.354
Br -7.32 -3.20 -3.85 -0.041
Br -7.42 -5.77 -1.92 -0.062
Br -7.26 -2.82 -0.67 0.225
H -8.99 -3.85 -2.13 0.328
C 7.84 9.55 -8.40 -0.279
Br 8.58 10.36 -10.00 -0.027
Br 9.23 9.07 -7.14 0.007
Br 6.49 10.66 -7.59 0.007
H 7.36 8.63 -8.71 0.318
C -5.24 -7.90 7.69 -0.239
Br -4.42 -8.81 9.19 -0.031
Br -5.92 -9.15 6.38 -0.042
Br -6.60 -6.65 8.26 0.005
H -4.46 -7.32 7.21 0.262
```

Output
- HOMO-LUMO gap: 6.918 eV
- Molar mass: 2922.211 Da
- Net charge: -1


(4)
ORCA calculation (ωB97M-V/def2-TZVPD) on C12H36O6 as an isolated structure at a distorted geometry.

XYZ file:
```
54
Properties=species:S:1:pos:R:3:mulliken_charge:R:1
O 2.61 0.41 2.23 -0.472
H 2.35 1.32 2.35 0.302
H 2.98 0.16 3.08 0.352
O 2.58 1.69 -0.03 -0.586
H 2.33 1.60 0.89 0.182
H 2.29 0.87 -0.44 0.384
C -0.53 0.21 2.52 -1.573
C -1.13 0.16 1.09 -0.418
C -0.79 1.38 0.34 -1.035
O -0.47 -0.85 0.38 -0.825
H -1.04 0.91 3.18 0.425
H 0.49 0.59 2.50 0.336
H -0.48 -0.82 2.85 0.379
H -2.15 -0.18 0.94 0.484
H 0.30 1.38 0.37 -0.294
H -1.16 2.28 0.84 0.602
H -1.16 1.32 -0.69 0.635
H 0.46 -0.88 0.63 0.842
C 0.75 -2.90 0.32 -1.924
C 1.23 -2.11 1.55 0.754
C 2.47 -2.63 2.25 -1.668
O 1.63 -0.80 1.09 -0.995
H 0.49 -3.94 0.55 0.477
H 1.46 -2.96 -0.51 0.220
H -0.11 -2.48 -0.20 0.917
H 0.39 -2.05 2.24 -0.148
H 2.75 -1.99 3.09 0.500
H 3.32 -2.88 1.63 0.289
H 2.21 -3.58 2.71 0.440
H 2.24 -0.39 1.70 0.677
C -0.99 3.77 -0.89 -1.744
C 0.46 3.44 -0.96 1.540
C 0.69 2.59 -2.13 -1.173
O 1.20 4.67 -1.04 -0.621
H -1.41 4.20 -1.80 0.392
H -1.18 4.51 -0.11 0.399
H -1.67 2.99 -0.56 0.563
H 0.71 2.97 -0.01 0.060
H 0.16 1.65 -1.98 0.137
H 1.76 2.46 -2.31 0.310
H 0.24 2.99 -3.04 0.453
H 2.10 4.43 -1.27 0.372
C -3.09 -1.41 -1.06 -1.442
C -2.04 -2.34 -1.75 0.759
C -2.31 -2.39 -3.25 -1.437
O -0.80 -1.69 -1.62 -0.650
H -3.98 -2.05 -1.10 0.496
H -3.17 -0.49 -1.62 0.373
H -2.86 -1.19 -0.02 0.204
H -2.09 -3.34 -1.31 0.339
H -3.19 -1.80 -3.50 0.352
H -2.50 -3.42 -3.53 0.325
H -1.46 -2.11 -3.87 0.345
H -0.89 -1.29 -0.75 0.394
```

Output
- HOMO-LUMO gap: 8.326 eV
- Molar mass: 276.414 Da
- Energy above the lowest of the compared OMol25 structures with the same formula, charge and spin: 9.149 eV


Among the records above, which one has the lowest molar mass? C12H36O6


What did the third record say?
ORCA calculation (ωB97M-V/def2-TZVPD) on C19H21AlBr29ClF7O4S3 as an isolated structure at a distorted geometry.

XYZ file:
```
85
Properties=species:S:1:pos:R:3:mulliken_charge:R:1
C 0.87 3.04 4.72 -1.248
C 0.17 1.68 4.34 0.306
Br -0.28 0.53 5.84 -0.165
C -0.14 1.31 3.07 0.296
Br 0.37 2.56 1.61 -0.243
Al -1.07 -0.46 2.54 -0.145
S -1.18 -0.47 0.27 -0.422
C 0.16 -1.94 3.27 -0.553
C 1.10 -2.56 2.17 0.122
C 2.68 -2.36 2.47 -1.104
C 3.12 -1.01 1.76 -0.167
S 4.71 -1.11 0.82 1.091
O 5.74 -0.48 1.66 -0.595
O 5.14 -2.50 0.52 -0.588
Cl 4.49 -0.16 -1.01 -0.154
S -3.10 -0.74 3.61 0.787
O -2.82 -1.56 4.83 -0.556
O -3.56 0.59 4.07 -0.630
C -4.40 -1.71 2.69 0.323
F -3.88 -2.97 2.46 -0.107
F -5.46 -1.90 3.56 -0.273
C -4.97 -1.09 1.35 0.779
F -6.28 -1.56 1.23 -0.437
F -4.31 -1.60 0.26 -0.192
C -5.10 0.48 1.30 0.302
F -3.93 1.14 1.18 -0.150
F -5.88 0.95 2.31 -0.215
F -5.81 0.76 0.13 -0.262
H 0.52 3.88 4.08 0.402
H 1.98 2.92 4.76 0.249
H 0.55 3.27 5.77 0.334
H 0.12 -0.18 -0.10 0.045
H 0.68 -1.63 4.21 0.406
H -0.56 -2.76 3.58 0.279
H 0.94 -3.68 2.15 0.058
H 0.91 -2.21 1.13 0.138
H 3.21 -3.29 2.11 0.456
H 2.76 -2.33 3.59 0.421
H 3.21 -0.23 2.56 0.323
H 2.35 -0.62 1.03 0.012
C 7.51 2.15 -3.32 0.377
Br 8.09 1.36 -1.65 -0.013
Br 7.66 0.91 -4.80 -0.020
Br 5.73 2.89 -3.18 0.054
H 8.18 2.98 -3.53 -0.371
C 1.15 -5.20 -0.97 -0.352
Br 2.60 -4.08 -0.35 0.047
Br -0.55 -4.31 -0.74 0.019
Br 1.42 -5.79 -2.79 -0.078
H 1.14 -6.08 -0.34 0.369
C -3.78 -6.32 2.15 -0.064
Br -4.17 -7.48 0.65 -0.031
Br -4.39 -7.09 3.82 0.028
Br -1.91 -5.84 2.22 0.050
H -4.34 -5.41 2.00 0.022
C 8.37 6.18 -5.05 -0.078
Br 9.26 5.30 -3.58 -0.072
Br 7.73 4.91 -6.36 -0.027
Br 6.96 7.35 -4.44 0.077
H 9.11 6.80 -5.55 0.065
C 3.04 7.69 -6.48 -0.299
Br 3.61 8.43 -8.18 -0.026
Br 3.61 5.86 -6.27 0.028
Br 3.61 8.79 -5.00 -0.047
H 1.96 7.70 -6.48 0.327
C -7.66 1.90 -3.06 -0.071
Br -6.37 2.05 -4.49 -0.015
Br -8.99 3.30 -3.14 -0.034
Br -8.48 0.14 -3.02 0.045
H -7.12 2.02 -2.13 0.087
C -7.90 -3.90 -2.14 -0.354
Br -7.32 -3.20 -3.85 -0.041
Br -7.42 -5.77 -1.92 -0.062
Br -7.26 -2.82 -0.67 0.225
H -8.99 -3.85 -2.13 0.328
C 7.84 9.55 -8.40 -0.279
Br 8.58 10.36 -10.00 -0.027
Br 9.23 9.07 -7.14 0.007
Br 6.49 10.66 -7.59 0.007
H 7.36 8.63 -8.71 0.318
C -5.24 -7.90 7.69 -0.239
Br -4.42 -8.81 9.19 -0.031
Br -5.92 -9.15 6.38 -0.042
Br -6.60 -6.65 8.26 0.005
H -4.46 -7.32 7.21 0.262
```

Output
- HOMO-LUMO gap: 6.918 eV
- Molar mass: 2922.211 Da
- Net charge: -1